Density functional theory data (ωB97M-V/def2-TZVPD) for C22H14Cl2MnN3O3S2 as an isolated structure.

The geometry in ORCA input format:
```
! RIJCOSX wB97M-V def2-TZVPD def2/J DEFGRID3
* xyz 0 5
Mn -0.6090 0.1641 -0.8827
Cl -4.5314 0.6075 -3.9468
C -4.4142 -0.2202 -2.4398
C -5.5241 -0.9443 -1.9817
C -5.4946 -1.6119 -0.7867
Cl -6.8904 -2.4849 -0.2479
C -4.3312 -1.5880 0.0158
C -4.1843 -2.2114 1.2696
C -3.0056 -2.0966 1.9605
C -1.9505 -1.3685 1.3984
N -2.0560 -0.7823 0.2222
C -3.2228 -0.8672 -0.4778
C -3.2289 -0.1515 -1.7119
O -2.1612 0.4955 -2.0619
H -6.4143 -0.9610 -2.5936
H -5.0135 -2.7730 1.6770
H -2.8728 -2.5643 2.9247
H -0.9981 -1.2749 1.9039
O 2.1533 1.9742 -3.0736
C 1.6760 1.0227 -2.4951
O 0.5316 1.1686 -1.8541
C 2.4299 -0.2847 -2.4503
C 3.6971 -0.2169 -3.0452
C 4.5443 -1.3025 -3.0993
C 4.1293 -2.5080 -2.5478
C 2.8865 -2.5981 -1.9600
C 2.0157 -1.5016 -1.8981
S 0.4767 -1.8765 -1.1249
H 3.9862 0.7337 -3.4689
H 5.5155 -1.2121 -3.5663
H 4.7708 -3.3794 -2.5766
H 2.5603 -3.5386 -1.5351
N 2.6883 4.1529 4.0823
C 2.7088 2.8113 4.0302
S 3.5682 1.8998 5.0891
C 1.8756 2.2038 2.9438
C 0.8422 2.8941 2.3165
C 0.1162 2.2608 1.3246
N 0.3675 1.0123 0.9335
C 1.3661 0.3448 1.5271
C 2.1275 0.8954 2.5338
H 3.2498 4.6162 4.7768
H 2.2937 4.7107 3.3452
H 0.5492 3.8989 2.5876
H -0.6889 2.7764 0.8146
H 1.5429 -0.6570 1.1517
H 2.9226 0.3318 2.9974
*
```

Computed properties:
- HOMO-LUMO gap (spin up / spin down): 6.65 / 6.76 eV
- Highest occupied orbital energy (spin up / spin down): -7.925 / -8.050 eV
- Lowest unoccupied orbital energy (spin up / spin down): -1.27 / -1.29 eV
- Energy above the lowest of the compared OMol25 structures with the same formula, charge and spin: 5.2 kcal per mole
- Calculated total energy: -4104.63353 Ha